{"formula": "C5H7BrN2", "method": "ωB97M-V/def2-TZVPD", "species": ["C", "C", "C", "C", "C", "N", "N", "Br", "H", "H", "H", "H", "H", "H", "H"], "xyz": [[-3.3823, -0.5196, -0.9243], [-3.9545, -0.0675, 0.2840], [-0.0460, -0.2241, 0.0427], [0.8770, -1.0011, 0.9238], [0.3667, 1.1534, -0.3918], [-2.0977, -0.7200, -1.0744], [-1.1557, -0.7189, -0.2868], [-5.8171, 0.1141, 0.1683], [-3.9367, -0.7642, -1.8298], [0.8960, -0.5546, 1.9183], [1.8918, -0.9775, 0.5299], [0.5500, -2.0326, 1.0137], [0.8432, 1.0979, -1.3700], [1.0754, 1.5787, 0.3132], [-0.4971, 1.8098, -0.4740]], "forces_ev_per_a": [[-1.3, 0.2, 0.1], [0.8, -0.1, 0.3], [-0.1, 0.3, 0.0], [-0.1, -0.2, 0.1], [-0.2, 0.0, 0.0], [0.6, -0.1, -1.1], [0.2, -0.3, 0.9], [0.0, 0.0, -0.2], [0.0, 0.1, 0.1], [0.1, 0.0, 0.0], [0.1, 0.0, -0.1], [0.0, 0.0, 0.0], [0.1, 0.0, -0.1], [0.0, 0.0, 0.0], [0.0, 0.0, 0.0]], "nbo_charge": [-0.27, -0.17, 0.26, -0.64, -0.67, -0.04, -0.10, 0.04, 0.19, 0.23, 0.22, 0.23, 0.24, 0.23, 0.24], "total_energy_ev": -78316.300, "lumo_energy_ev": -0.94, "de_lowest_ev": 3.929, "total_charge": 0, "homo_ev": -8.15, "homo_lumo_gap_ev": 7.2}

***

{"formula": "C46H69P3SiY", "method": "ωB97M-V/def2-TZVPD", "species": ["Y", "C", "C", "C", "P", "C", "C", "C", "C", "C", "C", "C", "C", "C", "Si", "C", "C", "C", "C", "C", "C", "P", "C", "C", "C", "C", "C", "C", "C", "C", "C", "C", "C", "C", "P", "C", "C", "C", "C", "C", "C", "H", "H", "H", "H", "H", "H", "H", "H", "H", "H", "H", "H", "H", "H", "H", "H", "H", "H", "H", "H", "H", "H", "H", "H", "H", "H", "H", "H", "H", "H", "H", "H", "H", "H", "H", "H", "H", "H", "H", "H", "H", "H", "H", "H", "H", "H", "H", "H", "H", "H", "H", "H", "H", "H", "C", "C", "C", "C", "C", "C", "C", "C", "C", "C", "H", "H", "H", "H", "H", "H", "H", "H", "H", "H", "H", "H", "H", "H", "H"], "xyz": [[-0.6351, 0.2937, -0.1074], [2.4141, -3.2574, -4.0872], [1.1692, -2.6161, -3.4842], [0.2576, -3.7214, -2.9383], [1.3459, -1.3316, -2.1377], [2.1272, 0.1984, -2.8992], [3.0087, 0.0626, -4.1364], [2.8402, 0.9775, -1.7888], [2.6626, -1.9733, -1.0183], [3.9591, -2.2132, -1.4755], [4.9576, -2.6243, -0.6060], [4.6802, -2.7814, 0.7440], [3.3951, -2.5485, 1.2096], [2.3693, -2.1572, 0.3445], [0.6151, -1.8873, 1.0073], [0.5818, -1.8295, 2.9064], [0.4677, -3.0245, 3.6264], [0.3608, -3.0362, 5.0079], [0.3766, -1.8351, 5.7010], [0.4985, -0.6419, 5.0080], [0.5963, -0.6188, 3.6163], [0.7964, 0.9515, 2.6808], [2.6591, 1.0799, 2.5983], [3.4333, 0.7635, 3.8742], [3.0576, 2.4367, 2.0126], [0.1200, 2.3447, 3.7269], [0.8179, 2.8602, 4.9849], [-1.3615, 2.0354, 3.9789], [-0.3583, -3.4663, 0.5830], [0.3177, -4.6831, 0.4449], [-0.3595, -5.8662, 0.2014], [-1.7420, -5.8493, 0.0755], [-2.4308, -4.6559, 0.2095], [-1.7538, -3.4620, 0.4701], [-2.7144, -1.9172, 0.7621], [-3.6246, -2.3964, 2.3404], [-3.5958, -1.1976, 3.2977], [-5.0408, -2.9311, 2.1641], [-3.9643, -1.9598, -0.6169], [-3.2538, -2.0481, -1.9661], [-4.8115, -0.6884, -0.5471], [2.0930, -3.9197, -4.8934], [2.9347, -3.8657, -3.3481], [3.1109, -2.5381, -4.5120], [0.6267, -2.0757, -4.2691], [0.7829, -4.2956, -2.1762], [-0.0296, -4.4083, -3.7366], [-0.6490, -3.3181, -2.4872], [1.2420, 0.7765, -3.1942], [3.9238, -0.4944, -3.9369], [3.3030, 1.0611, -4.4668], [2.4751, -0.4163, -4.9573], [3.8017, 0.5237, -1.5517], [2.2470, 1.0009, -0.8629], [3.0182, 2.0052, -2.1043], [4.2041, -2.0678, -2.5180], [5.9523, -2.8229, -0.9841], [5.4610, -3.0858, 1.4296], [3.1765, -2.6768, 2.2650], [0.4588, -3.9648, 3.0876], [0.2712, -3.9756, 5.5386], [0.3026, -1.8255, 6.7808], [0.5270, 0.2801, 5.5669], [2.9038, 0.3049, 1.8606], [3.3029, 1.5331, 4.6337], [4.4968, 0.7127, 3.6326], [3.1406, -0.1947, 4.3001], [2.8172, 3.2507, 2.6989], [2.5497, 2.6277, 1.0631], [4.1331, 2.4628, 1.8308], [0.1612, 3.1650, 3.0013], [0.7340, 2.1835, 5.8321], [0.3395, 3.7976, 5.2754], [1.8707, 3.0711, 4.8105], [-1.4791, 1.2937, 4.7697], [-1.8430, 1.6416, 3.0778], [-1.8925, 2.9394, 4.2808], [1.3998, -4.6957, 0.5316], [0.1861, -6.7968, 0.1075], [-2.2851, -6.7645, -0.1228], [-3.5089, -4.6600, 0.1048], [-2.9995, -3.1838, 2.7660], [-4.2239, -0.3839, 2.9256], [-2.5768, -0.8220, 3.4202], [-3.9681, -1.4846, 4.2830], [-5.7172, -2.1676, 1.7792], [-5.4167, -3.2460, 3.1389], [-5.0799, -3.7982, 1.5058], [-4.6030, -2.8356, -0.4954], [-2.5039, -1.2513, -2.0815], [-3.9797, -1.9281, -2.7724], [-2.7582, -3.0086, -2.0950], [-4.1904, 0.1801, -0.7751], [-5.2512, -0.5418, 0.4412], [-5.6232, -0.7297, -1.2755], [-0.5925, 2.8077, -1.7516], [-1.4498, 2.4125, -2.7695], [-2.7446, 2.1620, -2.2052], [-2.6827, 2.3920, -0.8367], [-1.3171, 2.7443, -0.4940], [-1.0174, 3.7219, 0.6291], [-3.8263, 2.5165, 0.1342], [-3.9374, 1.7571, -3.0212], [-1.1482, 2.3355, -4.2370], [0.7355, 3.4956, -1.8899], [0.0451, 3.7522, 0.8771], [-1.5803, 3.4801, 1.5325], [-1.3115, 4.7351, 0.3289], [-3.6703, 1.9416, 1.0512], [-4.7640, 2.1882, -0.3117], [-3.9531, 3.5633, 0.4246], [-3.9318, 0.6862, -3.2464], [-3.9336, 2.2882, -3.9738], [-4.8725, 1.9879, -2.5128], [-1.6011, 3.1782, -4.7662], [-1.5474, 1.4209, -4.6797], [-0.0746, 2.3691, -4.4237], [1.3948, 3.2948, -1.0446], [0.5804, 4.5782, -1.9328], [1.2513, 3.2146, -2.8092]], "forces_ev_per_a": [[-0.8, 0.8, -1.2], [0.0, 0.1, 0.0], [-0.5, 0.1, 0.2], [0.0, 0.1, -0.1], [0.5, 0.3, 0.1], [-0.2, -0.1, 0.1], [-0.1, 0.0, 0.1], [-0.1, -0.1, -0.2], [-0.2, 0.0, 0.1], [0.0, 0.0, 0.0], [0.0, 0.0, 0.0], [0.0, 0.0, 0.0], [0.1, 0.0, 0.0], [-0.1, -0.1, 0.3], [-0.1, 0.1, 0.2], [0.2, -0.3, -0.2], [0.0, 0.1, 0.1], [0.0, 0.0, 0.0], [0.0, 0.0, 0.0], [0.0, 0.1, 0.0], [-0.2, 0.1, 0.0], [0.1, -0.4, 0.0], [-0.2, 0.2, -0.2], [-0.1, 0.0, -0.1], [0.0, -0.1, 0.0], [-0.1, -0.1, -0.4], [0.0, -0.1, -0.1], [0.1, 0.1, 0.0], [0.2, 0.1, 0.1], [0.0, 0.0, 0.0], [0.1, 0.0, 0.0], [-0.1, 0.0, 0.0], [0.0, 0.0, 0.0], [0.0, 0.1, 0.0], [0.2, -0.5, -0.5], [0.2, 0.7, 0.1], [0.0, -0.1, 0.0], [0.1, -0.1, -0.1], [0.1, 0.2, 0.1], [-0.1, -0.1, 0.1], [0.0, -0.1, 0.1], [0.0, 0.0, 0.0], [0.0, 0.0, 0.0], [0.0, 0.0, 0.0], [0.0, 0.0, 0.0], [0.0, 0.0, 0.0], [0.0, 0.0, 0.0], [0.0, 0.0, 0.0], [0.0, 0.0, 0.0], [0.0, 0.0, 0.0], [0.0, 0.0, 0.0], [0.0, 0.0, 0.0], [0.0, -0.1, 0.1], [0.1, 0.1, 0.1], [0.0, 0.0, 0.0], [0.0, 0.0, 0.0], [0.0, 0.1, 0.0], [0.0, 0.0, 0.0], [0.0, 0.0, 0.0], [0.0, 0.0, 0.0], [0.0, 0.0, 0.0], [0.0, 0.0, 0.0], [0.0, 0.0, 0.0], [0.0, 0.0, 0.0], [0.0, 0.0, 0.0], [0.0, 0.0, 0.0], [0.0, 0.0, 0.0], [0.0, 0.0, 0.0], [0.0, 0.1, 0.0], [0.0, 0.0, 0.0], [0.0, 0.0, 0.0], [0.0, 0.0, 0.0], [0.0, 0.0, 0.0], [0.0, 0.0, 0.0], [0.0, 0.0, 0.0], [-0.1, 0.0, 0.0], [0.0, 0.0, 0.0], [0.0, 0.0, 0.0], [0.0, 0.0, 0.0], [0.0, 0.0, 0.0], [0.0, 0.0, 0.0], [0.1, 0.0, -0.1], [0.0, 0.0, 0.0], [0.0, 0.0, 0.0], [0.0, 0.0, 0.0], [0.0, 0.0, 0.0], [0.0, 0.0, 0.0], [0.0, 0.0, 0.0], [0.0, 0.0, 0.0], [0.0, 0.0, 0.0], [0.0, 0.0, 0.0], [0.0, 0.0, 0.0], [-0.1, -0.1, 0.0], [0.0, 0.1, 0.0], [0.0, 0.0, 0.0], [0.2, -0.3, 1.0], [-0.1, -0.6, 0.0], [0.2, -0.5, -0.2], [0.6, -0.2, 0.8], [-0.1, 0.6, 0.0], [-0.1, -0.1, -0.2], [0.0, 0.1, -0.1], [0.1, 0.0, 0.1], [0.0, 0.0, 0.2], [-0.2, 0.0, -0.1], [0.0, 0.0, 0.0], [0.1, 0.0, 0.0], [0.0, 0.0, 0.1], [0.0, 0.0, 0.0], [0.0, 0.0, 0.1], [0.0, 0.0, 0.0], [0.0, 0.0, 0.0], [-0.1, 0.0, 0.0], [0.0, 0.0, 0.0], [0.0, 0.0, -0.1], [0.0, 0.0, 0.0], [0.0, 0.0, -0.1], [0.0, 0.0, 0.0], [0.0, 0.0, 0.0], [0.0, 0.0, 0.0]], "mulliken_charge": [-1.87, -1.73, 0.34, -1.52, 1.03, 2.17, -1.77, -1.51, -0.16, -0.27, -0.98, -1.04, -0.38, 0.81, -0.12, 0.73, -0.48, -0.99, -1.09, -0.81, 0.52, 1.55, 1.29, -1.62, -1.39, 0.96, -1.61, -1.53, 0.63, -0.16, -0.83, -0.92, -0.20, -0.35, 1.25, 0.57, -1.13, -1.64, 0.45, -1.75, -1.26, 0.51, 0.34, 0.32, 0.65, 0.31, 0.61, 0.07, -0.93, 0.26, 0.52, 0.43, 0.46, -0.04, 0.64, 0.20, 0.47, 0.44, 0.49, 0.50, 0.45, 0.44, 0.19, -0.64, 0.24, 0.49, 0.35, 0.30, 0.16, 0.49, 0.08, 0.32, 0.48, 0.33, 0.37, 0.06, 0.55, 0.48, 0.44, 0.48, 0.24, 0.31, 0.25, 0.06, 0.52, 0.30, 0.46, 0.36, 0.93, 0.16, 0.62, 0.31, -0.23, 0.27, 0.54, 0.89, 0.61, 1.24, 0.24, 1.55, -1.83, -1.78, -1.82, -2.11, -1.51, 0.35, 0.44, 0.37, 0.15, 0.40, 0.40, 0.13, 0.56, 0.37, 0.45, 0.34, 0.40, -0.27, 0.43, 0.38], "total_energy_ev": -85605.822, "lumo_energy_ev": -2.45, "de_lowest_ev": 0.877, "total_charge": 1, "homo_ev": -9.38, "homo_lumo_gap_ev": 6.9}

***

{"formula": "C2H9N3O", "method": "ωB97M-V/def2-TZVPD", "species": ["N", "C", "O", "H", "H", "H", "N", "C", "N", "H", "H", "H", "H", "H", "H"], "xyz": [[4.6495, 1.2737, -1.7396], [4.1255, 2.5052, -1.5197], [4.2419, 3.3826, -2.3582], [4.6491, 0.5137, -1.0854], [5.2592, 1.2794, -2.5432], [3.4564, 2.7433, -0.6941], [-3.8079, -2.0013, 1.6382], [-2.6872, -1.0609, 1.4152], [-2.0282, -1.0704, 0.0814], [-4.6335, -1.8665, 1.0771], [-3.9377, -1.8502, 2.6304], [-2.8275, 0.0088, 1.6273], [-1.9423, -1.1610, 2.1963], [-1.8307, -2.0336, -0.1582], [-2.6867, -0.6629, -0.5675]], "forces_ev_per_a": [[0.0, 0.4, 0.3], [-0.6, 0.8, -1.5], [0.4, 0.0, 0.2], [0.0, 0.1, 0.1], [0.0, -0.4, 0.1], [0.2, -0.8, 0.8], [2.0, 0.6, 0.5], [0.7, 1.1, -1.1], [-0.7, -0.2, 1.6], [-0.1, 0.5, 0.1], [-1.1, -0.5, 0.0], [-1.2, 0.1, -0.5], [0.3, -1.3, 0.1], [-0.1, 0.0, -0.3], [0.1, -0.2, -0.4]], "nbo_charge": [-0.83, 0.50, -0.61, 0.40, 0.40, 0.13, -0.85, -0.07, -0.83, 0.36, 0.36, 0.15, 0.17, 0.36, 0.35], "total_energy_ev": -8737.226, "smiles": "NC=O.NCN", "lumo_energy_ev": 0.96, "de_lowest_ev": 1.214, "total_charge": 0, "homo_ev": -9.50, "homo_lumo_gap_ev": 10.5}

***

{"formula": "C11H13AlBClN", "method": "ωB97M-V/def2-TZVPD", "species": ["C", "C", "C", "H", "C", "C", "H", "H", "H", "H", "Al", "Cl", "C", "C", "C", "H", "C", "C", "H", "H", "H", "H", "B", "C", "N", "H", "H", "H"], "xyz": [[-2.9151, -0.9795, -0.0320], [-1.8750, -1.3112, -1.0008], [-1.3268, -0.0478, -1.4397], [-1.7628, -2.2751, -1.5139], [-1.7883, 0.9688, -0.6039], [-2.6503, 0.3842, 0.3820], [-3.2324, 0.9228, 1.1110], [-3.8199, -1.5507, 0.1028], [-0.7793, 0.0571, -2.3698], [-1.6348, 2.0377, -0.7922], [-1.2011, -1.3169, 0.9766], [-0.4485, -3.2742, 0.7875], [2.8484, 0.4351, -0.0741], [2.3943, 1.6740, -0.6481], [1.8981, 1.3648, -1.9212], [2.3963, 2.6496, -0.1712], [2.2605, 0.0252, -2.2645], [2.7062, -0.5942, -1.0591], [2.8552, -1.6585, -0.9085], [3.0730, 0.2857, 0.9670], [1.4336, 2.0610, -2.6015], [2.1165, -0.4482, -3.2286], [0.0369, 0.2321, 5.0382], [-0.2450, -0.1673, 3.5687], [-0.5467, -0.5374, 2.4822], [1.0683, -0.2125, 5.5011], [-0.9121, -0.1740, 5.7086], [0.0507, 1.4481, 5.1001]], "forces_ev_per_a": [[1.2, 0.2, 0.5], [-1.1, 1.4, -1.9], [-0.4, -1.5, 0.1], [-0.1, 0.7, 0.3], [-0.6, -0.1, 0.8], [-0.9, 0.5, -2.0], [0.0, 0.0, 0.1], [0.2, -0.2, 0.6], [0.6, 0.1, 0.6], [0.4, -0.6, 0.6], [1.0, 0.0, -0.3], [0.2, -0.4, 0.6], [-0.8, 0.1, -0.9], [-0.3, -1.3, 0.6], [1.2, -0.2, -1.0], [-0.2, -0.2, 0.0], [-1.0, 0.2, 1.3], [0.2, 1.0, -0.1], [0.3, 0.1, 0.0], [0.3, 0.0, 0.2], [0.1, 0.3, -0.2], [-0.2, -0.1, 0.1], [-0.1, 0.5, 0.9], [-0.7, -1.3, -2.5], [0.8, 1.1, 2.8], [-0.1, -0.1, -0.5], [0.1, 0.0, -0.4], [0.0, -0.1, -0.2]], "nbo_charge": [-0.52, -0.50, -0.17, 0.27, -0.25, -0.37, 0.24, 0.27, 0.26, 0.24, 1.77, -0.54, -0.37, -0.37, -0.37, 0.18, -0.39, -0.37, 0.18, 0.18, 0.17, 0.18, -0.62, 0.59, -0.83, 0.04, 0.04, 0.04], "total_energy_ev": -32904.691, "lumo_energy_ev": 2.40, "total_charge": -1, "homo_ev": -2.73, "homo_lumo_gap_ev": 5.1}